96
Properties=species:S:1:pos:R:3 method="wB97M-V/def2-TZVPD" max_force_ev_per_a=5.6 e_lumo_ev=-4.61 spin_multiplicity=1 charge=+1 energy_ev=-102601.32210 homo_ev=-10.0 homo_lumo_gap_ev=5.35
C 0.4410 4.1734 -1.0780
C 1.6012 3.6657 -2.0685
C 1.6916 2.0445 -2.1788
F 1.6494 1.5543 -0.8206
O 2.9272 1.7653 -2.8724
C 3.1045 0.3760 -3.1218
O 2.8933 -0.1660 -4.2345
C 3.6655 -0.4917 -1.8771
C 4.9010 0.1479 -1.1340
C 5.4531 -0.6145 0.0889
N 4.8507 -1.8582 0.5414
C 5.4790 -2.4727 1.7782
C 3.7229 -2.4892 -0.1354
C 3.0459 -1.8279 -1.3953
O 1.9450 -2.3745 -2.0813
C 0.7637 -2.4973 -1.2343
C -0.2329 -1.2167 -1.3233
C -0.7404 -0.7455 0.1447
C -1.4145 -1.3938 -2.3962
C -2.8738 -1.6429 -1.7700
C -1.5327 -0.0192 -3.2705
H -0.3212 4.7714 -1.6857
H -0.0614 3.3527 -0.4618
H 0.9527 4.9070 -0.3268
H 1.5442 4.0703 -3.1334
H 2.6142 3.9794 -1.6079
H 0.7760 1.6690 -2.7672
H 5.3360 1.1335 -1.5183
H 6.3468 -0.1614 0.6469
H 4.7458 -3.1722 2.3002
H 6.4740 -2.9529 1.4958
H 5.6832 -1.5873 2.4824
H 3.3178 -3.4750 0.2739
H 1.0084 -2.6772 -0.1155
H 0.1644 -3.4391 -1.5640
H 0.4326 -0.3510 -1.7115
H -1.3671 0.2049 0.0489
H -1.3521 -1.5935 0.6399
H 0.1797 -0.5789 0.8082
H -1.2287 -2.2264 -3.1719
H -2.8684 -2.2150 -0.7735
H -3.5000 -2.3056 -2.4981
H -3.4272 -0.6519 -1.6266
H -0.6086 0.0546 -3.9400
H -2.4806 0.0055 -3.9108
H -1.5566 0.9094 -2.5980
C -0.7593 -7.5547 -2.1407
S -2.1414 -6.4004 -2.0083
O -1.5650 -5.0241 -1.8759
C -2.6684 -6.9270 -0.3647
H -0.2511 -7.3782 -3.0895
H -0.0591 -7.3939 -1.3187
H -1.1366 -8.5784 -2.1181
H -1.8509 -6.8060 0.3465
H -2.9833 -7.9711 -0.4005
H -3.5104 -6.3069 -0.0563
C -1.4701 -6.9580 4.8956
S -2.9836 -6.7941 3.9246
O -2.6503 -7.1527 2.5114
C -3.0722 -4.9931 4.0191
H -1.1995 -8.0135 4.9378
H -0.6621 -6.3949 4.4246
H -1.6450 -6.5892 5.9078
H -2.1642 -4.5527 3.6027
H -3.1949 -4.6884 5.0599
H -3.9346 -4.6590 3.4411
C -0.0036 8.9787 2.0918
S 0.5889 7.2747 2.1455
O 0.5511 6.7435 0.7450
C -0.8438 6.6059 3.0163
H 0.7268 9.5813 1.5503
H -0.9646 9.0228 1.5755
H -0.1045 9.3599 3.1081
H -1.7524 6.7993 2.4426
H -0.9164 7.0659 4.0027
H -0.7084 5.5293 3.1283
C -2.7737 -3.0218 -6.8725
S -4.1445 -2.6506 -5.7569
O -5.2805 -3.5454 -6.1297
C -4.4981 -1.0147 -6.4357
H -2.4130 -4.0274 -6.6536
H -3.1135 -2.9759 -7.9088
H -1.9667 -2.3048 -6.7094
H -4.7299 -1.0947 -7.4994
H -3.6345 -0.3637 -6.2870
H -5.3578 -0.6004 -5.9079
C 0.9148 8.0174 7.6139
S 1.3359 9.1127 6.2419
O 0.8351 8.4708 4.9861
C 3.1176 8.8325 6.3185
H -0.1699 8.0059 7.7264
H 1.2686 7.0059 7.4057
H 1.3692 8.3930 8.5324
H 3.3338 7.7702 6.1910
H 3.5001 9.1815 7.2792
H 3.5909 9.3975 5.5146

92
Properties=species:S:1:pos:R:3 method="wB97M-V/def2-TZVPD" max_force_ev_per_a=5.0 e_lumo_ev=0.08 spin_multiplicity=1 charge=0 energy_ev=-59827.19566 homo_ev=-9.5 homo_lumo_gap_ev=9.61 smiles="C#C[C@@H]1OC(=O)C[C@@H]1S(=O)(=O)F.CCOCC.CCOCC.CCOCC.CCOCC.CCOCC"
C -2.9230 2.3437 -0.1034
C -2.9434 1.1975 -0.5437
C -2.5409 -0.2339 -1.1110
O -2.7149 -1.0650 0.0762
C -1.8441 -0.4436 1.0394
O -2.0716 -0.2371 2.1997
C -0.4924 -0.0386 0.2629
C -0.9274 -0.3199 -1.2627
S -0.2807 0.9253 -2.4850
O 1.1700 0.6744 -2.6100
O -0.4478 2.3086 -2.0369
F -1.0743 0.5900 -3.8975
H -2.6893 3.3138 0.4213
H -3.1003 -0.5638 -2.0344
H 0.3475 -0.6869 0.6452
H -0.2064 1.0632 0.2562
H -0.7915 -1.4098 -1.5767
C -4.8255 6.7766 -1.6880
C -5.4243 5.4469 -1.2610
O -5.5486 5.3068 0.1481
C -6.3686 6.2617 0.8064
C -7.8079 6.2638 0.3209
H -3.8402 6.9155 -1.2331
H -4.7201 6.8153 -2.7746
H -5.4465 7.6205 -1.3829
H -4.7668 4.6417 -1.5969
H -6.3914 5.2772 -1.7451
H -5.9245 7.2597 0.7266
H -6.3546 6.0030 1.8682
H -7.8828 6.5241 -0.7366
H -8.3980 6.9880 0.8866
H -8.2544 5.2742 0.4464
C 4.7026 -1.2543 -2.4579
C 3.2709 -1.6094 -2.0951
O 3.0962 -2.9739 -1.7359
C 3.8390 -3.4292 -0.6145
C 3.5208 -2.6782 0.6673
H 5.0546 -1.8815 -3.2827
H 4.7703 -0.2062 -2.7588
H 5.3857 -1.4054 -1.6202
H 2.6349 -1.4334 -2.9641
H 2.8935 -0.9580 -1.3009
H 4.9117 -3.3984 -0.8336
H 3.5834 -4.4835 -0.4794
H 3.7645 -1.6169 0.5906
H 4.0895 -3.0925 1.5021
H 2.4550 -2.7531 0.8995
C 2.4504 -5.0897 4.9795
C 3.3555 -3.8709 4.9155
O 2.7708 -2.7632 4.2468
C 1.5708 -2.2489 4.8076
C 1.7295 -1.7575 6.2360
H 2.1585 -5.4020 3.9724
H 2.9637 -5.9198 5.4705
H 1.5338 -4.8883 5.5363
H 4.2563 -4.1310 4.3547
H 3.6895 -3.5764 5.9156
H 0.7704 -2.9928 4.7336
H 1.2688 -1.4087 4.1768
H 2.0245 -2.5601 6.9145
H 0.7885 -1.3399 6.6002
H 2.4998 -0.9841 6.2901
C 6.6299 1.1378 -5.1730
C 6.6610 2.3774 -4.2950
O 7.6383 2.3212 -3.2664
C 8.9879 2.1848 -3.6865
C 9.4672 3.3235 -4.5705
H 6.4503 0.2452 -4.5668
H 5.8380 1.2203 -5.9212
H 7.5732 0.9882 -5.7011
H 5.6936 2.4809 -3.7980
H 6.7961 3.2820 -4.8970
H 9.1345 1.2167 -4.1773
H 9.5948 2.1635 -2.7777
H 8.8983 3.3874 -5.4999
H 10.5189 3.1852 -4.8304
H 9.3574 4.2802 -4.0535
C -6.7609 -4.8939 2.8027
C -6.9619 -4.6224 1.3212
O -7.4654 -3.3247 1.0443
C -6.6616 -2.2326 1.4709
C -5.2765 -2.2165 0.8479
H -7.7005 -4.7590 3.3465
H -6.4079 -5.9162 2.9581
H -6.0283 -4.2172 3.2457
H -7.6969 -5.3297 0.9304
H -6.0375 -4.7977 0.7608
H -6.6014 -2.2129 2.5643
H -7.1920 -1.3235 1.1760
H -4.6968 -3.1019 1.1164
H -4.7219 -1.3403 1.1812
H -5.3486 -2.1915 -0.2429

93
Properties=species:S:1:pos:R:3 method="wB97M-V/def2-TZVPD" max_force_ev_per_a=13.9 e_lumo_ev=-1.75 spin_multiplicity=1 charge=+1 energy_ev=-49820.16910 homo_ev=-11.6 homo_lumo_gap_ev=9.80
N 58.0410 24.0760 31.2020
H 57.1800 24.5470 31.1260
H 58.0660 23.4350 30.4110
H 57.9440 23.5660 32.0010
H 58.8650 24.7450 31.1570
O 58.4620 26.7620 32.2830
C 58.8400 27.8650 32.0050
O 60.1000 28.3420 32.2050
C 61.0500 27.4940 32.8570
C 62.3370 28.3360 32.6900
C 57.8920 28.9490 31.6180
H 61.3020 26.6180 32.2860
H 60.7670 27.3480 33.8190
H 62.2810 29.4020 32.7700
H 62.7740 28.4670 31.7040
H 63.1510 28.2620 33.4220
H 57.9690 29.2470 30.7840
H 57.9200 29.7930 32.4270
H 57.0410 28.4570 31.5410
O 55.1540 24.2010 32.2130
C 54.6120 25.1050 32.8240
O 53.5440 24.9250 33.5810
C 52.9060 23.6800 33.6190
C 51.8740 23.8420 34.7410
C 55.2000 26.4640 33.0200
H 53.5360 22.7710 33.7330
H 52.2310 23.6310 32.7190
H 52.4450 24.2620 35.6210
H 51.6580 22.6970 34.9000
H 51.1850 24.3960 34.3460
H 55.8650 26.6360 33.8950
H 54.3520 27.2240 33.1070
H 55.6210 26.7770 32.0990
C 53.7390 21.1740 29.7900
C 55.2200 21.0180 29.4510
O 55.9080 22.0260 29.4420
C 55.6550 19.7030 28.9040
H 53.6520 20.9580 30.8080
H 53.2710 20.7010 29.2210
H 53.3190 22.3090 29.6070
H 56.7390 19.6340 29.1180
H 55.4330 19.6320 27.8340
H 55.3640 18.8160 29.3390
C 55.9020 21.9000 36.0270
C 56.8020 22.6280 34.9680
O 56.9970 22.0320 33.8790
C 57.3040 24.0390 35.1440
H 56.3730 21.7660 37.0440
H 55.5880 20.9830 35.5300
H 54.9240 22.5290 36.2870
H 57.9290 24.4860 34.4030
H 57.9100 24.0070 36.0610
H 56.5390 24.7740 35.4010
C 62.0890 23.3070 30.5310
C 61.3550 21.9790 30.2710
O 60.0900 22.0220 30.0040
C 62.2380 20.7770 30.3980
H 62.5070 22.9920 31.4640
H 61.5030 24.2380 30.6690
H 62.7640 23.6690 29.7970
H 61.8650 19.7880 30.0530
H 62.6200 20.9520 31.5600
H 63.2880 21.0120 29.8400
C 60.5740 23.9680 26.9780
C 59.3110 24.2090 27.6640
O 59.2300 25.2700 28.6500
C 58.0490 23.5390 27.3200
H 61.2110 24.8350 27.0420
H 60.3510 23.7720 25.8950
H 61.0440 23.1150 27.5590
H 57.9980 23.3660 26.0360
H 57.1180 24.2250 27.5440
H 57.9090 22.5490 27.6170
C 62.3810 23.7040 34.7750
C 61.1550 23.1030 33.9540
O 60.2570 23.9060 33.5500
C 61.0800 21.5640 33.8190
H 63.2510 23.1310 34.8120
H 62.1840 23.7410 35.8760
H 62.6170 24.9030 34.5600
H 60.7810 21.2220 34.9090
H 62.1440 21.4400 33.5040
H 60.2580 21.3580 33.0780
C 54.5520 25.4090 28.5540
C 55.2940 26.6190 28.9040
O 56.5520 26.4530 29.3300
C 54.6570 27.9830 28.5550
H 54.9810 24.3600 28.8100
H 54.3660 25.3170 27.4710
H 53.5750 25.4010 28.8720
H 55.4970 28.7160 28.7170
H 53.7850 28.2660 29.1360
H 54.5500 28.0360 27.4760

100
Properties=species:S:1:pos:R:3 method="wB97M-V/def2-TZVPD" max_force_ev_per_a=18.1 e_lumo_ev=3.70 spin_multiplicity=1 charge=-2 energy_ev=-71389.92585 homo_ev=1.2 homo_lumo_gap_ev=2.47
N 0.1520 -0.7979 0.2696
H -0.3901 -0.8430 0.9977
H 1.1209 -1.0027 0.6030
H 0.2922 0.0791 -0.2009
H -0.0518 -1.4932 -0.1529
P 1.0975 -3.0688 2.2486
O 1.3778 -4.1795 3.1396
O -0.5429 -2.8777 2.2800
O 1.5095 -3.1668 0.8659
O 1.3875 -1.7855 2.8897
O 0.0235 4.2060 -2.5759
C 0.8611 4.2214 -1.6621
O 1.1910 5.2051 -0.7723
C 0.5906 6.5094 -1.0195
C 0.9789 7.3465 0.2141
C 1.5627 2.9056 -1.5335
H -0.5615 6.4021 -0.9537
H 0.6017 6.8712 -2.0588
H 1.9910 7.7066 0.2736
H 0.7131 7.1730 1.2619
H 0.4099 8.2411 -0.0249
H 0.8303 2.0584 -1.1861
H 2.2693 2.9095 -0.7847
H 1.8590 2.6824 -2.6406
O 0.1586 -7.8392 -1.2902
C -0.0775 -6.8650 -0.5550
O -1.2687 -6.2118 -0.4706
C -1.4447 -4.8867 0.1901
C -2.4392 -4.0071 -0.6212
C 1.1989 -6.2923 0.1258
H -0.5094 -4.3827 0.3371
H -2.0125 -4.9615 1.1614
H -3.2566 -4.6962 -0.4419
H -2.0764 -4.0145 -1.5664
H -2.4986 -3.1221 0.0037
H 0.9358 -6.0398 1.1714
H 1.6798 -5.5118 -0.3572
H 2.0928 -6.9117 0.3360
O -1.1223 -1.5291 5.1761
C -0.9353 -0.6870 4.2336
O -0.9549 0.7247 4.5371
C -1.2902 1.0603 5.8254
C -1.9850 2.3635 5.8623
C -0.6976 -0.9690 2.8124
H -0.4010 1.4562 6.3834
H -1.7652 0.3965 6.4512
H -3.0198 2.4883 5.1860
H -1.1877 3.0918 5.6009
H -2.2342 2.6338 6.9720
H -1.4390 -0.4597 1.9826
H -0.7502 -2.0744 2.5346
H 0.3124 -0.9632 2.4649
O -2.5256 0.7485 -0.6902
C -3.5161 0.5762 -1.2456
O -3.5527 0.2259 -2.5380
C -2.3206 0.0494 -3.3964
C -2.6147 0.4757 -4.8948
C -4.8781 0.7017 -0.6252
H -2.2198 -0.9036 -3.3452
H -1.5518 0.6616 -3.0475
H -2.7813 1.5574 -5.1686
H -3.5912 -0.0245 -5.3013
H -2.0019 -0.0016 -5.5916
H -5.1784 -0.0950 0.0195
H -5.4640 0.9224 -1.3404
H -5.0031 1.8447 -0.1522
O 2.3990 1.4725 0.2589
C 3.4090 0.8056 0.0670
O 4.2437 0.7712 -0.9825
C 3.8822 1.3750 -2.2224
C 4.8023 0.6704 -3.2309
C 3.8448 -0.1106 1.1963
H 3.6946 2.4571 -2.2904
H 2.7620 1.0429 -2.6020
H 4.7415 -0.3339 -3.1425
H 5.7414 0.8768 -3.0521
H 4.3907 1.0100 -4.1364
H 3.5291 -1.1737 1.1768
H 3.1288 0.1650 2.2440
H 4.8344 0.0277 1.5703
C -3.0168 1.9640 1.2096
C -1.9248 3.0666 1.0186
O -2.2221 4.3490 0.5525
C -0.4935 2.9847 1.6132
H -2.7765 1.1116 0.5625
H -4.0661 2.3642 0.8866
H -2.9047 1.9195 2.3098
H -0.0264 2.3946 1.1265
H -0.4467 2.5927 2.6695
H 0.1428 3.9693 1.5599
C 3.0307 -2.9371 -2.0054
C 1.6382 -2.3191 -2.4055
O 1.3099 -1.0281 -2.2426
C 0.5138 -3.3009 -2.9209
H 3.5861 -2.2681 -1.5481
H 3.6204 -3.3316 -2.8944
H 2.5837 -3.6690 -1.4426
H -0.1330 -2.7817 -3.6562
H 0.1041 -3.8174 -2.1212
H 0.9912 -4.1504 -3.3315